1.
A gas-phase ion, C3H8N2O2 (charge +1). Source: the Open Molecules 2025 dataset; level of theory: ωB97M-V/def2-TZVPD.

Each line ends with the natural charge from an NBO analysis.
Element x y z (Å)
N  -0.252  1.408  0.423  -0.487
C  -0.206  0.006  0.273  -0.170
C  -1.295  -0.509  -0.695  -0.069
O  -2.518  -0.399  -0.022  -0.671
C  1.229  -0.362  -0.250  0.671
N  2.220  -0.420  0.659  -0.753
O  1.413  -0.362  -1.432  -0.363
H  -0.052  1.976  -0.398  0.405
H  0.366  1.751  1.160  0.402
H  -0.508  -0.441  1.226  0.274
H  -1.111  -1.546  -0.923  0.213
H  -1.338  0.025  -1.634  0.202
H  -2.963  0.398  -0.344  0.489
H  1.981  -0.601  1.625  0.417
H  3.033  -0.925  0.333  0.439

Cartesian forces (eV/Å) of the 2 atoms listed first:
2.1 -0.2 0.0
-2.7 0.7 0.0

As for the spin multiplicity: 2. As for the largest force on an atom: 0.0546 Eh/bohr. The calculation puts the HOMO-LUMO gap (alpha / beta) at 11.81 / 6.35 eV. As for the expectation value of S²: 0.758. The value obtained for the energy is -378.7762 a.u. As for the net charge: +1. As for the energy relative to the best compared isomer or geometry (same formula, charge and spin): 24.2 kcal per mole. For the molar mass, the calculation gives 104.109 g/mol.

---

2.
2 unconnected molecules or ions with the total composition C3H8N2O2S. Source: the Open Molecules 2025 dataset; level of theory: ωB97M-V/def2-TZVPD.

Each line ends with the natural charge from an NBO analysis.
Element x y z (Å)
C  -0.896  0.784  0.169  0.538
C  -0.264  -2.044  -0.423  -0.647
C  0.416  -0.781  -0.812  -0.455
N  -1.560  1.280  -0.739  -0.756
N  -0.765  0.917  1.475  -0.856
O  1.834  1.456  -0.828  -0.882
O  1.946  -0.289  1.215  -0.968
S  1.998  -0.151  -0.271  1.482
H  0.203  -2.951  -0.944  0.204
H  0.063  -2.176  0.561  0.226
H  -1.279  -2.114  -0.487  0.231
H  0.205  -0.457  -1.804  0.221
H  1.194  1.990  -0.290  0.486
H  -1.955  2.202  -0.626  0.357
H  0.156  0.740  1.816  0.430
H  -1.292  1.593  1.987  0.389

Cartesian forces (eV/Å) of the 2 atoms listed first:
1.6 -2.1 -2.4
4.7 -1.6 -0.7

As for the spin multiplicity: 1. As for the largest force on an atom: 0.0979 Eh/bohr. The calculation puts the HOMO-LUMO gap at 8.54 eV. The value obtained for the energy is -777.1550 a.u. As for the energy relative to the best compared isomer or geometry (same formula, charge and spin): 78.0 kcal per mole. For the molar mass, the calculation gives 136.176 g/mol.

---

3.
C3H8N2OS in the gas phase. Source: the Open Molecules 2025 dataset; level of theory: ωB97M-V/def2-TZVPD.

Each line ends with the natural charge from an NBO analysis.
Element x y z (Å)
H  -1.735  1.711  -1.251  0.344
N  -1.391  2.650  -0.914  -0.651
C  -0.422  2.415  -0.150  0.243
N  0.118  1.137  0.157  -0.360
O  -0.212  0.198  -0.788  -0.383
C  -0.583  -0.987  -0.131  -0.079
C  0.508  -1.665  0.771  -0.566
S  1.850  -2.341  -0.237  -0.037
H  -0.042  3.154  0.573  0.168
H  1.125  1.228  0.308  0.360
H  -0.898  -1.789  -0.804  0.204
H  -1.430  -0.799  0.486  0.177
H  0.785  -1.064  1.629  0.220
H  0.126  -2.598  1.290  0.238
H  2.201  -1.248  -0.939  0.121

Cartesian forces (eV/Å) of the 2 atoms listed first:
0.5 1.3 -0.2
-0.7 -1.2 -0.2

As for the spin multiplicity: 1. As for the largest force on an atom: 0.0474 Eh/bohr. The calculation puts the HOMO-LUMO gap at 10.06 eV. The value obtained for the energy is -701.9528 a.u. As for the energy relative to the best compared isomer or geometry (same formula, charge and spin): 78.3 kcal per mole. For the molar mass, the calculation gives 120.177 g/mol.

---

4.
C3H8N2OS in the gas phase. Source: the Open Molecules 2025 dataset; level of theory: ωB97M-V/def2-TZVPD.

Each line ends with the natural charge from an NBO analysis.
Element x y z (Å)
N  -1.264  0.125  2.006  -0.871
C  -1.888  0.343  0.758  0.796
O  -3.068  0.184  0.640  -0.583
N  -0.973  0.777  -0.268  -0.683
C  0.471  0.463  -0.084  -0.257
C  1.256  0.279  -1.389  -0.500
S  2.378  -1.138  -0.927  -0.103
H  -2.047  -0.120  2.601  0.404
H  -0.582  0.819  2.272  0.388
H  -1.066  1.767  -0.442  0.384
H  1.011  1.165  0.605  0.173
H  0.476  -0.413  0.549  0.235
H  0.532  0.186  -2.186  0.244
H  1.825  1.173  -1.626  0.223
H  3.681  -0.945  -0.758  0.149

Cartesian forces (eV/Å) of the 2 atoms listed first:
-1.2 -0.5 -1.3
1.9 0.7 0.8

As for the spin multiplicity: 1. As for the largest force on an atom: 0.0425 Eh/bohr. The calculation puts the HOMO-LUMO gap at 9.84 eV. The value obtained for the energy is -702.0197 a.u. As for the energy relative to the best compared isomer or geometry (same formula, charge and spin): 36.2 kcal per mole. For the molar mass, the calculation gives 120.177 g/mol.

---

Number 4 is which compound?
C3H8N2OS